Molecular formula: C42H114N18O18
Method: DFT, ωB97M-V/def2-TZVPD

Properties
* ΔE to the lowest compared entry with this formula, charge and spin: 4.368 eV
* SMILES string: COCCNCCOC.COCCNCCOC.COCCNCCOC.COCCNCCOC.COCCNCCOC.COCCNCCOC.NC(N)=O.NC(N)=O.NC(N)=O.NC(N)=O.NC(N)=O.NC(N)=O
* HOMO energy: -7.8 eV
* HOMO-LUMO gap: 7.0 eV

Each line ends with the Mulliken charge.
Element x y z (Å)
C  4.87690  1.83683  1.68798  -0.404
O  6.07317  1.25299  1.20605  -0.324
C  7.27501  1.95470  1.47737  -0.734
C  8.43932  1.11109  1.01451  -0.751
N  9.08140  0.22890  1.97798  -0.223
C  10.39626  -0.26662  1.59696  -0.789
C  11.11841  -0.85728  2.81917  -0.466
O  11.52948  0.25487  3.61443  -0.307
C  12.40348  -0.11501  4.65583  -0.770
H  4.91807  2.05840  2.75835  0.363
H  4.05508  1.16957  1.44970  -0.327
H  4.66384  2.82418  1.26083  0.404
H  7.36240  2.08379  2.56198  0.364
H  7.29328  2.96654  1.06541  0.341
H  9.22998  1.76524  0.62806  0.531
H  8.23815  0.58339  0.06908  0.307
H  8.43991  -0.53869  2.14300  0.231
H  11.02205  0.55906  1.25368  0.343
H  10.33951  -0.97088  0.75778  0.426
H  11.95792  -1.44680  2.44211  0.420
H  10.44527  -1.49699  3.39494  0.295
H  13.10706  0.71139  4.78255  0.251
H  13.06203  -0.97264  4.48938  0.329
H  11.84658  -0.25888  5.58501  0.258
C  -1.41196  -0.22357  -2.99512  -0.598
O  -1.71865  0.98843  -3.68668  0.035
C  -1.91646  0.84485  -5.08885  -0.650
C  -2.31125  2.20911  -5.57983  -0.552
N  -3.50316  2.74669  -4.86813  -0.518
C  -3.30691  4.18301  -4.62194  0.018
C  -4.57574  4.91660  -4.19186  -0.589
O  -4.41940  6.30636  -4.16904  -0.429
C  -3.35993  6.78516  -3.31748  -0.531
H  -0.50879  -0.63808  -3.43775  0.785
H  -2.27145  -0.90097  -3.01442  0.266
H  -1.28965  0.02059  -1.94291  -0.506
H  -2.73012  0.12590  -5.23902  0.318
H  -1.05543  0.49120  -5.66289  0.339
H  -2.32569  2.30558  -6.66796  0.410
H  -1.43033  2.82728  -5.34308  0.244
H  -3.32589  2.26908  -3.98947  0.237
H  -2.78211  4.62460  -5.46959  0.575
H  -2.62953  4.21335  -3.75796  -0.094
H  -4.90596  4.47766  -3.24160  0.171
H  -5.36066  4.68921  -4.91662  0.391
H  -3.56011  6.50565  -2.28396  0.251
H  -3.36334  7.85707  -3.50873  0.280
H  -2.40605  6.44623  -3.72232  0.188
C  -4.07238  -1.40644  5.54153  -0.819
O  -4.11264  -2.24569  4.41502  -0.268
C  -2.94403  -2.16956  3.63452  -0.173
C  -3.12816  -3.10599  2.44143  -1.052
N  -3.28393  -4.56247  2.69202  -0.338
C  -4.54065  -5.01668  3.28630  -0.617
C  -5.73028  -4.86534  2.36519  0.027
O  -6.88288  -5.51017  2.87511  -0.487
C  -6.88671  -6.91672  2.74548  -0.652
H  -5.02487  -1.34316  6.05938  0.340
H  -3.81632  -0.38598  5.22173  0.305
H  -3.24497  -1.59249  6.23705  0.264
H  -2.05528  -2.50734  4.18959  0.073
H  -2.65287  -1.14623  3.37526  0.341
H  -2.28451  -3.08740  1.74709  0.687
H  -3.93490  -2.74993  1.79422  0.020
H  -2.46493  -4.84314  3.21427  0.365
H  -4.69148  -4.82198  4.35213  0.276
H  -4.36225  -6.09939  3.37465  0.526
H  -5.40597  -5.31137  1.42031  0.215
H  -5.98415  -3.81357  2.24389  0.112
H  -6.09087  -7.39766  3.32538  0.262
H  -6.70430  -7.17112  1.69652  0.243
H  -7.77614  -7.44293  3.08598  0.327
C  1.97934  2.16789  -0.87865  -0.397
O  1.99562  3.55064  -1.10055  -0.485
C  0.65931  4.09488  -0.95226  0.009
C  0.62623  5.62291  -1.13404  -0.981
N  0.78598  6.05231  -2.54615  -0.128
C  1.76831  7.10417  -2.72170  -0.653
C  2.01830  7.25556  -4.22132  -0.654
O  2.65372  6.05958  -4.66631  -0.261
C  3.23732  6.27708  -5.93959  -0.808
H  1.04970  1.61029  -1.04661  0.120
H  2.18297  1.89779  0.16514  0.071
H  2.71285  1.66667  -1.51262  0.379
H  0.42554  3.76917  0.06260  0.213
H  0.06667  3.64360  -1.75290  0.352
H  1.44700  6.02171  -0.52949  0.364
H  -0.34691  5.93898  -0.75421  0.361
H  1.26781  5.21300  -2.86921  0.192
H  2.75887  6.90832  -2.28680  0.343
H  1.44924  8.02844  -2.23437  0.446
H  2.59612  8.18262  -4.30940  0.465
H  1.11099  7.36717  -4.81976  0.307
H  2.53461  6.18851  -6.77479  0.302
H  3.87257  5.42186  -6.19043  0.239
H  3.85955  7.17074  -5.94201  0.315
C  0.56028  2.61805  3.04389  -0.455
O  1.59202  1.74829  3.37335  -0.470
C  1.42627  0.37497  3.13332  2.038
C  2.33089  -0.45944  4.02498  -1.245
N  2.07166  -0.45438  5.47569  -0.359
C  1.05188  -1.51204  5.71966  -0.006
C  0.39383  -1.31516  7.06208  -0.800
O  -0.26841  -0.06859  7.07682  -0.286
C  -1.04480  0.10732  8.25817  -0.751
H  -0.33616  2.38766  3.63786  0.304
H  0.20971  2.51695  2.00913  -0.066
H  0.77479  3.66378  3.25673  0.346
H  1.76139  0.11584  2.12398  -1.298
H  0.38929  0.02644  3.15922  0.098
H  3.34600  -0.07875  3.88912  0.291
H  2.33043  -1.44672  3.56217  0.352
H  1.48308  0.35587  5.66633  0.365
H  1.51004  -2.50410  5.73555  0.407
H  0.22405  -1.55954  5.00198  -0.085
H  1.10020  -1.34759  7.90418  0.417
H  -0.27235  -2.15225  7.31699  0.465
H  -1.11606  1.19284  8.32015  0.235
H  -0.59302  -0.36666  9.13028  0.344
H  -2.05822  -0.28239  8.12273  0.212
C  -2.91436  2.87004  -1.16712  0.222
O  -3.24409  2.66462  0.22143  -0.547
C  -2.90821  1.31999  0.54256  -0.429
C  -3.67383  0.19322  -0.14338  0.414
N  -5.09666  0.25922  0.15095  -0.042
C  -5.86870  1.41881  -0.28664  -0.549
C  -7.30148  1.30365  0.15156  -0.619
O  -7.98094  2.48136  -0.25626  -0.244
C  -9.36338  2.52296  -0.15418  -0.786
H  -2.08366  3.57787  -1.13437  0.056
H  -3.80862  3.29200  -1.62875  -0.082
H  -2.60203  2.00827  -1.75455  0.148
H  -2.93969  1.22655  1.63099  0.280
H  -1.83417  1.16726  0.36628  -0.001
H  -3.30687  -0.82115  0.01379  -0.305
H  -3.51304  0.26943  -1.23295  -0.072
H  -5.52359  -0.57087  -0.24584  0.423
H  -5.82575  1.47545  -1.38260  0.112
H  -5.48849  2.34550  0.13731  0.377
H  -7.48657  1.28697  1.23053  0.377
H  -7.70782  0.38459  -0.29160  0.370
H  -9.72209  3.50662  -0.44457  0.237
H  -9.64712  2.40379  0.90682  0.302
H  -9.87226  1.66070  -0.60045  0.307
N  -0.57221  -2.07684  -0.92882  1.599
C  0.11041  -1.39858  0.03756  -0.384
N  1.39892  -1.21652  -0.30499  1.042
O  -0.45293  -1.10374  1.09740  -0.407
H  -1.38538  -2.58245  -0.62427  -0.472
H  -0.09101  -2.08556  -1.80986  -0.416
H  2.01967  -0.81907  0.38579  -0.680
H  1.70670  -1.40706  -1.26160  0.053
N  1.77500  -2.55104  -5.10586  -0.229
C  2.29106  -2.21002  -3.91114  0.140
N  3.66768  -2.19010  -3.93926  -0.471
O  1.63093  -1.98074  -2.89223  -0.395
H  0.77319  -2.63710  -5.28610  0.044
H  2.42467  -2.68272  -5.85412  0.192
H  4.11195  -1.69025  -3.18504  0.186
H  4.15948  -2.23905  -4.80916  0.178
N  1.02250  -4.93666  -1.44073  -0.041
C  1.93849  -5.79906  -0.89215  0.574
N  1.43739  -7.01785  -0.59524  -0.364
O  3.10853  -5.45969  -0.75533  -0.682
H  1.24771  -3.96266  -1.56123  -0.159
H  0.10419  -5.33108  -1.49791  0.135
H  2.02972  -7.78636  -0.34304  0.253
H  0.46829  -7.16305  -0.79692  0.109
N  5.71422  -1.17577  0.09389  -0.312
C  4.64230  -1.80814  0.60617  0.379
N  4.31799  -2.98388  0.00502  -0.137
O  4.03571  -1.38728  1.60277  -0.569
H  5.80292  -0.21819  0.48872  0.468
H  6.15591  -1.43244  -0.76734  0.166
H  3.50043  -3.51092  0.24263  0.159
H  5.12110  -3.37802  -0.45227  0.135
N  -3.48811  -4.44576  -0.26201  -0.128
C  -4.27862  -3.72000  -1.08838  0.476
N  -4.19679  -4.08752  -2.39474  -0.228
O  -5.08622  -2.87335  -0.70645  -0.654
H  -2.78911  -5.09172  -0.56935  0.067
H  -3.66870  -4.36213  0.73858  0.059
H  -3.52007  -4.77588  -2.64785  0.010
H  -4.91270  -3.73022  -3.00096  0.219
N  -0.94928  -4.34966  -3.87210  -0.176
C  -1.64194  -3.64161  -4.79365  0.733
N  -2.82877  -4.18868  -5.16315  -0.396
O  -1.21796  -2.59955  -5.29989  -0.642
H  -0.16089  -3.95592  -3.38822  0.023
H  -1.30688  -5.24974  -3.61098  0.228
H  -3.17308  -5.03230  -4.74451  0.201
H  -3.49204  -3.69049  -5.72852  0.215